{"formula": "C23H35OSW", "method": "ωB97M-V/def2-TZVPD", "symbols": ["C", "C", "C", "C", "C", "W", "C", "C", "H", "C", "H", "H", "C", "H", "H", "H", "C", "H", "H", "H", "C", "H", "H", "H", "C", "H", "H", "H", "C", "H", "H", "H", "C", "H", "H", "H", "C", "H", "H", "H", "C", "C", "C", "C", "H", "C", "H", "C", "H", "H", "H", "C", "S", "C", "O", "H", "H", "H", "H", "H", "H"], "xyz": [[0.771, -2.132, 0.194], [1.698, -1.413, -0.637], [1.443, -1.767, -1.998], [0.315, -2.659, -2.035], [-0.088, -2.910, -0.667], [-0.372, -0.778, -1.119], [-1.482, 1.831, -0.345], [-0.998, 0.591, 0.410], [-0.253, 0.705, 1.167], [-1.895, -0.511, 0.466], [-2.883, -0.326, 0.017], [-2.008, -1.182, 1.291], [-1.978, 2.811, 0.613], [-1.295, 3.082, 1.396], [-2.284, 3.762, 0.111], [-2.873, 2.438, 1.071], [-2.523, 1.462, -1.419], [-2.344, 0.523, -1.992], [-3.495, 1.411, -0.954], [-2.555, 2.259, -2.181], [2.804, -0.560, -0.131], [2.473, 0.166, 0.624], [3.588, -1.185, 0.339], [3.279, -0.002, -0.955], [2.257, -1.363, -3.186], [2.623, -0.334, -3.091], [3.140, -2.017, -3.302], [1.669, -1.437, -4.111], [-0.401, -3.133, -3.254], [-0.402, -2.352, -4.033], [0.087, -4.031, -3.677], [-1.445, -3.383, -3.023], [-1.183, -3.832, -0.249], [-2.053, -3.740, -0.920], [-0.843, -4.880, -0.285], [-1.514, -3.615, 0.776], [0.799, -2.184, 1.683], [-0.107, -2.650, 2.095], [1.659, -2.790, 2.023], [0.915, -1.187, 2.131], [0.384, 1.271, -1.830], [-0.514, 2.343, -1.272], [0.682, 1.449, -3.226], [-0.229, 3.613, -1.696], [1.136, 1.417, -1.148], [0.665, 2.712, -3.783], [0.899, 0.585, -3.965], [0.302, 3.797, -2.946], [-0.641, 4.428, -1.140], [0.919, 2.906, -4.805], [0.383, 4.830, -3.351], [0.671, 3.404, 3.841], [2.186, 2.595, 3.250], [2.518, 1.534, 4.695], [1.746, 1.674, 2.151], [0.876, 3.908, 4.797], [-0.109, 2.637, 3.930], [0.408, 4.152, 3.073], [1.706, 0.799, 4.782], [3.481, 1.034, 4.486], [2.614, 2.166, 5.589]], "forces_ev_per_angstrom": [[0.186, -1.367, 0.131], [0.976, -0.634, 0.365], [0.990, -0.600, -0.064], [0.552, -0.536, 0.751], [1.308, -0.887, 0.720], [-4.654, 3.590, -4.040], [0.684, -0.778, -0.361], [-0.434, -0.715, 1.369], [0.450, 0.591, 0.739], [-0.003, 0.791, -0.150], [0.412, -0.457, -0.277], [0.591, -0.387, 0.491], [-1.683, 2.069, 0.592], [0.589, -0.075, 0.251], [0.181, -0.694, 0.241], [-0.539, -0.130, 0.474], [-0.489, 0.533, -0.584], [0.036, 0.086, 0.141], [-0.483, -0.249, -0.035], [-0.250, -0.363, 0.185], [0.509, 0.447, -0.117], [0.002, -0.123, 0.039], [-0.403, 0.140, -0.221], [-0.133, -0.237, 0.330], [-0.033, 0.324, -0.237], [0.089, -0.318, -0.019], [-0.388, 0.115, 0.220], [0.245, -0.048, 0.176], [-0.351, 0.321, -0.219], [0.045, -0.362, 0.082], [-0.129, 0.321, 0.192], [0.289, -0.114, -0.137], [-0.583, 0.230, 0.132], [0.215, -0.176, 0.263], [-0.001, 0.330, -0.058], [0.093, -0.173, -0.330], [-0.151, 0.125, 0.586], [0.321, 0.163, -0.167], [-0.276, 0.210, -0.286], [0.060, -0.168, -0.123], [-4.054, -1.443, -1.087], [3.598, -0.759, -0.751], [1.070, -0.067, -2.987], [-1.375, 0.181, 0.620], [2.869, 0.205, 1.874], [-0.337, -0.878, 0.936], [-0.024, 1.523, 1.619], [0.737, 0.966, -1.029], [-0.107, 0.615, 0.042], [0.036, -0.113, -0.414], [0.002, -0.805, 0.375], [0.249, -0.038, -0.254], [0.142, 0.421, 1.155], [0.143, 0.155, -0.434], [-0.595, -0.751, -0.868], [-0.142, -0.169, -0.331], [0.182, 0.242, 0.117], [0.076, -0.291, 0.412], [0.210, 0.260, 0.075], [-0.475, 0.207, 0.167], [-0.047, -0.259, -0.283]], "fmax_ev_per_a": 7.1, "total_charge": 3, "homo_ev": [-16.4, -16.4]}

{"formula": "C23H36BeP2", "method": "ωB97M-V/def2-TZVPD", "symbols": ["P", "P", "C", "C", "H", "H", "H", "H", "C", "H", "H", "H", "C", "H", "H", "H", "C", "H", "H", "H", "C", "H", "H", "H", "Be", "C", "C", "C", "C", "C", "C", "C", "C", "C", "H", "H", "H", "H", "H", "H", "H", "H", "H", "H", "H", "H", "H", "H", "H", "C", "C", "C", "C", "C", "C", "C", "C", "H", "H", "H", "H", "H"], "xyz": [[-1.484, 1.530, -1.208], [-0.528, -1.703, 1.309], [-0.200, 0.235, -0.803], [-0.557, -1.243, -0.469], [0.352, 0.680, 0.032], [0.528, 0.210, -1.636], [-1.543, -1.548, -0.864], [0.171, -1.925, -0.960], [1.163, -1.898, 1.899], [1.138, -2.141, 2.974], [1.744, -0.972, 1.748], [1.636, -2.729, 1.352], [-1.395, -3.262, 1.500], [-0.747, -3.949, 2.055], [-1.646, -3.672, 0.516], [-2.309, -3.078, 2.074], [-0.418, 2.751, -2.029], [-0.800, 3.774, -2.029], [-0.245, 2.436, -3.066], [0.553, 2.754, -1.524], [-2.813, 1.031, -2.304], [-3.201, 0.049, -1.998], [-2.463, 0.967, -3.340], [-3.644, 1.749, -2.293], [3.062, 0.291, -1.556], [3.463, -1.338, -1.912], [3.898, -0.869, -0.678], [5.091, 0.007, -0.497], [5.167, 1.287, -1.402], [3.823, 1.767, -1.880], [3.105, 1.268, -2.973], [3.631, 0.248, -3.937], [4.143, -1.059, -3.230], [-2.227, 2.095, 0.332], [2.709, -2.129, -1.912], [3.481, -1.345, 0.211], [6.019, -0.564, -0.650], [5.095, 0.328, 0.557], [5.628, 2.091, -0.801], [5.892, 1.134, -2.215], [3.495, 2.733, -1.488], [2.217, 1.818, -3.303], [4.462, 0.673, -4.528], [2.844, -0.005, -4.671], [3.990, -1.901, -3.924], [5.240, -1.018, -3.106], [-2.920, 1.330, 0.674], [-2.769, 3.036, 0.166], [-1.478, 2.233, 1.124], [-1.390, -0.488, 2.196], [-2.400, -0.156, 2.830], [-3.661, 0.011, 3.458], [-3.805, 0.039, 4.861], [-5.058, -0.146, 5.443], [-6.199, -0.335, 4.650], [-6.083, -0.209, 3.259], [-4.832, -0.022, 2.666], [-2.909, 0.143, 5.474], [-5.151, -0.177, 6.524], [-7.164, -0.576, 5.097], [-6.970, -0.283, 2.626], [-4.731, 0.034, 1.578]], "forces_ev_per_angstrom": [[1.036, -1.477, 0.638], [-1.286, 2.022, 1.030], [-0.360, -0.294, 0.012], [-0.059, -0.114, -0.070], [0.100, 0.193, 0.257], [-0.151, 0.167, -0.222], [0.197, 0.205, 0.195], [-0.184, 0.412, 0.070], [0.258, -0.053, 0.052], [-0.060, 0.081, -0.340], [-0.324, -0.359, -0.018], [-0.090, 0.289, 0.145], [0.204, -0.809, -0.372], [-0.255, -0.089, -0.169], [0.011, -0.217, 0.244], [0.199, 0.039, -0.157], [0.006, 0.155, -0.139], [-0.220, -0.145, 0.062], [-0.094, 0.009, 0.288], [-0.088, -0.066, 0.059], [-0.485, -0.077, -0.457], [0.183, 0.385, -0.075], [0.128, -0.129, 0.192], [0.014, 0.100, 0.159], [-3.555, 0.500, 0.902], [-0.954, -0.912, -1.484], [-0.042, 0.046, 1.699], [1.794, 0.636, 0.280], [1.339, -0.331, 0.491], [0.062, 1.603, 1.185], [-1.066, -0.755, -0.845], [0.963, -0.931, -0.892], [0.796, 0.236, -1.343], [0.177, 0.541, -0.120], [0.221, 0.327, 0.019], [0.324, 0.088, -0.229], [0.217, -0.058, 0.146], [-0.014, -0.020, -0.389], [-0.242, -0.311, -0.175], [-0.229, -0.096, -0.065], [0.080, -0.304, -0.059], [0.480, 0.019, 0.123], [-0.049, -0.062, -0.139], [0.227, 0.023, 0.470], [-0.009, 0.139, 0.224], [-0.317, 0.102, 0.040], [-0.011, -0.017, 0.042], [0.049, -0.140, -0.026], [-0.107, -0.113, -0.317], [2.419, -0.230, -1.535], [-2.386, 0.179, 1.146], [1.526, -0.472, -0.760], [-0.374, -0.067, 0.868], [0.372, -0.023, -0.397], [-0.107, 0.095, -0.060], [0.576, 0.065, -0.266], [-1.025, -0.067, -0.202], [-0.309, -0.059, -0.084], [0.079, 0.009, -0.090], [0.283, 0.216, -0.067], [0.273, 0.003, 0.177], [-0.143, -0.090, 0.347]], "fmax_ev_per_a": 3.7, "homo_ev": [-4.3, -2.7]}

{"formula": "C23H36GaINO3", "method": "ωB97M-V/def2-TZVPD", "symbols": ["C", "C", "C", "I", "Ga", "N", "C", "C", "C", "C", "C", "C", "C", "C", "C", "C", "C", "C", "C", "C", "H", "H", "H", "H", "H", "H", "H", "H", "H", "H", "H", "H", "H", "H", "H", "H", "H", "H", "H", "H", "H", "H", "C", "O", "C", "C", "O", "C", "C", "O", "C", "H", "H", "H", "H", "H", "H", "H", "H", "H", "H", "H", "H", "H", "H"], "xyz": [[-0.549, 2.490, -2.996], [-1.859, 2.165, -3.860], [-2.636, 0.819, -3.408], [-1.470, -1.011, -3.859], [-3.395, 0.857, -1.489], [-4.550, -0.731, -1.331], [-4.651, 2.491, -1.338], [-4.397, 3.433, -0.081], [-5.394, 3.264, 1.135], [-5.234, 4.171, 2.394], [-4.136, 5.275, 2.537], [-3.150, 5.433, 1.329], [-3.301, 4.519, 0.056], [-2.271, 4.800, -1.131], [-1.995, 0.690, 0.011], [-0.521, 0.157, -0.178], [0.511, 0.022, 0.974], [0.144, 0.372, 2.436], [-1.311, 0.915, 2.675], [-2.351, 1.074, 1.503], [0.348, 1.896, -3.378], [-0.727, 2.325, -1.882], [-0.290, 3.614, -3.111], [-2.649, 3.001, -3.854], [-1.545, 2.014, -4.967], [-3.553, 0.748, -4.116], [-4.770, -0.910, -0.332], [-5.425, -0.472, -1.815], [-5.734, 2.125, -1.299], [-4.511, 3.104, -2.312], [-6.225, 2.470, 1.048], [-5.970, 4.054, 3.264], [-4.084, 5.935, 3.474], [-2.352, 6.246, 1.401], [-2.600, 4.289, -2.095], [-1.238, 4.459, -0.755], [-2.147, 5.929, -1.361], [-0.148, -0.145, -1.226], [1.582, -0.347, 0.753], [0.915, 0.233, 3.262], [-1.578, 1.164, 3.766], [-3.380, 1.445, 1.815], [1.861, -3.552, 1.598], [3.228, -3.266, 1.356], [4.025, -3.334, 2.532], [5.424, -3.848, 2.210], [5.481, -5.250, 1.937], [4.906, -5.687, 0.704], [5.694, -5.271, -0.533], [5.511, -3.886, -0.807], [6.658, -3.281, -1.372], [1.396, -2.735, 2.155], [1.361, -3.656, 0.634], [1.748, -4.496, 2.140], [3.565, -3.996, 3.274], [4.090, -2.322, 2.947], [6.045, -3.700, 3.098], [5.889, -3.272, 1.410], [3.858, -5.392, 0.636], [4.915, -6.781, 0.754], [5.335, -5.830, -1.405], [6.753, -5.502, -0.375], [7.545, -3.476, -0.762], [6.494, -2.203, -1.403], [6.815, -3.646, -2.393]], "forces_ev_per_angstrom": [[-0.358, 0.954, -0.339], [0.258, -1.221, -0.615], [-0.621, 1.555, -1.053], [-0.358, 0.753, 0.042], [-0.005, -0.960, 0.345], [-0.124, 0.598, 0.288], [0.041, 2.128, 0.458], [-0.777, 1.457, 2.608], [2.956, 2.885, 0.397], [1.636, 0.282, -2.172], [-0.157, -2.515, -3.818], [-3.310, -2.596, 0.486], [-1.330, 0.492, 1.835], [-0.096, 0.282, 0.882], [3.340, -0.261, 4.033], [-0.538, 0.846, 2.832], [-2.800, 0.981, 0.862], [-3.051, 0.560, -3.591], [1.337, -1.097, -2.668], [3.746, -1.514, -0.059], [-1.317, 0.630, 0.686], [0.308, -0.011, -1.540], [-0.334, -1.769, 0.094], [1.220, -1.074, 0.202], [-0.427, 0.488, 1.658], [1.519, -0.145, 1.021], [0.003, 0.188, -0.974], [0.358, -0.392, 0.574], [1.486, 0.530, -0.021], [-0.342, -0.817, 1.519], [1.486, 1.498, 0.301], [1.164, 0.105, -1.470], [-0.045, -1.189, -1.683], [-1.172, -1.389, -0.368], [0.672, 0.521, 1.443], [-1.530, 0.220, -0.931], [-0.469, -1.735, 0.504], [-0.807, 0.560, 1.820], [-1.942, 0.587, 0.271], [-1.321, 0.323, -1.162], [0.214, -0.321, -1.991], [1.520, -0.461, -0.696], [0.081, 0.220, -0.181], [0.072, -0.415, 0.187], [0.084, 0.090, -0.587], [-0.096, -0.014, 0.238], [-0.083, 0.183, -0.231], [0.113, -0.138, 0.016], [-0.453, 0.317, 0.117], [0.400, 0.010, 0.213], [-0.379, -0.087, -0.021], [-0.172, -0.078, 0.050], [0.083, 0.152, 0.055], [-0.004, -0.028, 0.125], [-0.003, -0.020, 0.017], [0.128, -0.014, 0.243], [-0.093, -0.136, 0.013], [-0.222, 0.025, -0.120], [0.100, 0.222, -0.151], [0.149, 0.086, 0.033], [0.048, -0.247, 0.036], [0.041, 0.024, 0.022], [0.091, -0.057, -0.044], [-0.106, -0.081, -0.024], [0.187, 0.028, -0.016]], "fmax_ev_per_a": 5.2, "total_charge": -1, "homo_ev": -4.7}